1.
{
  "formula": "C11H10NO2",
  "method": "wB97M-V/def2-TZVPD",
  "de_lowest_ev": 2.100,
  "gap_ev": 9.026,
  "charge": 1,
  "lumo_ev": -4.7778,
  "energy_ev": -17146.231,
  "largest_force_ev_per_a": 5.5,
  "homo_ev": -13.80,
  "elements": ["C", "C", "C", "C", "C", "C", "C", "C", "C", "C", "C", "N", "O", "O", "H", "H", "H", "H", "H", "H", "H", "H", "H", "H"],
  "xyz": [[-3.259703, -2.150311, 0.032873], [-1.988533, -2.676874, 0.017858], [-3.451190, -0.819771, 0.159586], [-0.823873, -1.937332, 0.098470], [-2.320381, -0.012860, 0.046337], [-1.027168, -0.578021, 0.070699], [-2.285646, 1.431402, -0.124839], [-0.077313, 0.549107, -0.068377], [2.960242, 1.314622, 1.216509], [2.369615, 0.949342, -0.089009], [3.269037, 1.046184, -1.225953], [1.197245, 0.494150, -0.262642], [-0.809172, 1.673208, -0.266096], [-3.030764, 2.314648, -0.204619], [-4.113112, -2.721707, 0.009955], [-2.112297, -3.753176, -0.120707], [-4.486355, -0.366443, 0.273961], [0.184596, -2.247776, 0.188901], [2.477930, 0.734480, 2.005885], [2.656359, 2.282970, 1.439206], [4.095419, 1.314907, 1.364160], [3.795767, 1.884035, -1.095877], [2.728452, 1.053751, -2.307461], [4.050853, 0.221459, -1.158812]],
  "atomic_forces_ev_per_a": [[1.1881, 1.0274, 0.5280], [-0.5369, -2.2267, -0.4376], [-1.2222, 3.0169, -0.1756], [-0.6278, 0.8822, 0.0914], [-0.2636, -1.1213, 0.5571], [-0.8241, 1.2203, -0.1760], [1.7523, -1.0191, 0.1037], [-0.9968, 0.2451, -1.0577], [0.9007, -1.5348, 1.2475], [0.6056, -0.5634, -0.3602], [-1.6480, -3.7471, -3.6678], [-1.8409, 0.7141, 0.9622], [1.5556, 0.1454, 0.5170], [-0.4017, 0.5752, -0.0430], [-1.5212, -1.7509, -0.1130], [1.3260, 0.0472, 0.2818], [1.5103, -0.5737, -0.3191], [0.5818, -1.0174, -0.1548], [0.2551, -0.1732, 0.0079], [-0.5960, 2.1810, 0.2563], [-1.6571, -0.3522, -0.8261], [2.1854, 3.4928, 0.2305], [1.3225, -0.2091, 2.7500], [-1.0470, 0.7415, -0.2024]]
}



2.
{
  "formula": "C3H20O7",
  "method": "wB97M-V/def2-TZVPD",
  "de_lowest_ev": 1.673,
  "smiles": "CO.CO.CO.O.O.O.O",
  "gap_ev": 9.546,
  "lumo_ev": -0.0198,
  "energy_ev": -17766.929,
  "largest_force_ev_per_a": 1.6,
  "homo_ev": -9.57,
  "elements": ["C", "O", "H", "H", "H", "H", "C", "O", "H", "H", "H", "H", "C", "O", "H", "H", "H", "H", "O", "H", "H", "O", "H", "H", "O", "H", "H", "O", "H", "H"],
  "xyz": [[-0.615784, -2.912811, -0.337471], [-1.268751, -2.009012, 0.555881], [-1.082803, -2.799340, -1.328098], [0.432497, -2.639051, -0.470904], [-0.796830, -3.923092, 0.015425], [-1.139263, -1.100249, 0.248825], [3.887603, 1.064417, -0.948216], [3.839036, -0.338228, -1.150787], [2.900578, 1.535855, -1.007648], [4.361116, 1.234060, 0.028390], [4.534149, 1.515479, -1.699558], [3.405105, -0.760968, -0.390498], [-4.065101, -0.097281, 1.060059], [-3.437149, 0.549509, -0.039377], [-3.945898, 0.414163, 2.014916], [-5.116760, -0.213868, 0.801818], [-3.680028, -1.120898, 1.121563], [-2.520500, 0.752649, 0.169429], [1.455068, 1.017648, 1.552976], [0.554884, 1.166324, 1.871412], [1.906955, 1.861499, 1.672055], [2.498975, -1.593271, 1.015595], [2.387138, -2.096088, 1.828391], [1.913485, -0.821447, 1.119397], [-1.690286, 2.702433, -1.660558], [-1.790712, 3.655291, -1.559863], [-2.234888, 2.469194, -2.422801], [-0.449492, 0.514883, -0.583527], [0.512162, 0.587779, -0.545722], [-0.754494, 1.384414, -0.931108]],
  "atomic_forces_ev_per_a": [[-0.7175, 1.2076, -0.6930], [0.0911, -0.2226, 0.4760], [0.0885, -0.3124, 0.0670], [0.1512, -0.4600, 0.2903], [0.3168, -0.0119, 0.1170], [0.1090, -0.2451, -0.2783], [0.3896, -0.6116, 0.5178], [-0.2438, 0.1648, -0.3228], [0.0170, 0.0426, 0.0917], [-0.2484, 0.4538, -0.0451], [-0.0673, -0.1350, -0.1225], [0.2841, 0.0326, -0.1768], [0.1988, -0.9104, -0.6279], [-0.2421, 0.4901, 0.0658], [-0.0367, 0.1463, -0.0214], [-0.0686, 0.3545, 0.1298], [0.1059, 0.0864, 0.3653], [-0.0350, -0.1729, 0.0701], [-0.1601, 0.2709, 0.1313], [0.0787, -0.0871, -0.1381], [0.0701, -0.1731, -0.0141], [-0.3599, 0.2725, 0.0109], [0.0687, -0.0256, -0.0965], [0.2503, -0.2202, 0.1981], [-0.0881, 0.3072, -0.2559], [0.0320, -0.1108, 0.0608], [0.0298, -0.1004, 0.1762], [-0.0303, 0.6000, -0.1250], [-0.0840, -0.0662, 0.1059], [0.0999, -0.5640, 0.0434]]
}



3.
{
  "formula": "C26H68BN14O20",
  "method": "wB97M-V/def2-TZVPD",
  "gap_ev": [2.986, 7.026],
  "spin_multiplicity": 2,
  "s_squared": 0.753,
  "charge": -2,
  "lumo_ev": [3.3449, 3.3419],
  "energy_ev": -90561.384,
  "largest_force_ev_per_a": 10.1,
  "homo_ev": [0.36, -3.68],
  "elements": ["O", "C", "O", "B", "O", "C", "O", "O", "C", "O", "C", "O", "O", "C", "O", "N", "N", "H", "H", "H", "H", "C", "O", "N", "N", "H", "H", "H", "H", "C", "O", "N", "N", "H", "H", "H", "H", "C", "O", "N", "N", "H", "H", "H", "H", "C", "O", "N", "N", "H", "H", "H", "H", "C", "O", "N", "N", "H", "H", "H", "H", "C", "O", "N", "N", "H", "H", "H", "H", "C", "C", "C", "O", "H", "H", "H", "H", "H", "H", "H", "H", "C", "C", "C", "O", "H", "H", "H", "H", "H", "H", "H", "H", "C", "C", "C", "O", "H", "H", "H", "H", "H", "H", "H", "H", "C", "C", "C", "O", "H", "H", "H", "H", "H", "H", "H", "H", "C", "C", "C", "O", "H", "H", "H", "H", "H", "H", "H", "H"],
  "xyz": [[-3.122371, 0.689759, -0.055505], [-1.860997, 0.715108, 0.026747], [-0.964235, 0.014425, -0.647513], [0.430958, 0.404401, -0.250836], [0.225751, 1.189000, 1.025818], [-1.077781, 1.484245, 1.204259], [-1.555234, 2.338501, 1.988098], [0.956820, 1.228142, -1.351339], [1.998788, 0.647907, -1.842758], [2.568625, 0.976187, -2.887896], [2.339635, -0.585716, -1.001667], [1.404025, -0.653011, -0.101001], [3.344604, -1.274607, -1.298860], [3.601184, -1.236121, -5.714720], [2.680545, -0.440360, -5.974433], [4.095174, -1.381342, -4.503735], [4.193434, -2.013331, -6.537708], [3.736817, -0.836772, -3.732291], [4.719863, -2.133310, -4.249935], [4.147651, -1.714693, -7.501466], [4.662276, -2.764468, -6.051824], [0.699635, -2.602630, 3.610272], [0.204494, -1.661231, 4.220921], [1.223408, -2.485829, 2.409672], [0.716719, -3.824616, 4.047709], [1.268673, -1.533988, 2.074924], [1.508716, -3.256776, 1.822869], [0.646021, -4.020460, 5.036013], [0.801404, -4.612795, 3.421854], [0.426982, 1.785516, 5.191974], [1.048956, 1.519576, 6.224714], [0.118373, 1.059271, 4.230024], [0.197622, 3.035168, 4.766463], [0.128915, 0.055480, 4.118683], [-0.241648, 1.537882, 3.416748], [-0.449672, 3.193186, 4.007434], [0.958560, 3.646238, 5.026620], [-5.693385, 2.065461, 2.472760], [-6.029595, 1.360158, 3.430528], [-6.481342, 2.339013, 1.414307], [-4.620624, 2.734494, 2.422036], [-7.375170, 1.871201, 1.366124], [-6.089949, 2.949705, 0.711476], [-4.337985, 3.126369, 1.535107], [-3.982156, 2.669893, 3.201969], [6.152223, -3.998307, -2.564168], [5.718919, -3.820115, -3.765054], [5.706491, -3.451092, -1.564066], [7.138306, -4.676661, -2.217330], [4.867597, -2.899623, -1.674698], [6.109540, -3.538661, -0.642121], [7.359305, -4.749945, -1.234539], [7.840740, -4.964151, -2.883688], [2.500665, 3.431132, -5.740076], [2.478811, 4.461307, -6.339926], [2.411448, 2.256649, -6.260359], [2.702637, 3.369809, -4.503135], [2.397137, 1.428901, -5.681804], [2.456072, 2.332915, -7.266492], [2.924133, 4.201683, -3.974913], [2.655333, 2.497560, -3.996147], [-3.466159, -2.655350, 1.896795], [-3.914253, -3.574826, 2.585191], [-4.189624, -1.835216, 1.250121], [-2.199980, -2.406339, 1.818741], [-5.167349, -2.044468, 1.107377], [-3.685834, -1.118053, 0.748158], [-1.698364, -2.978897, 2.482558], [-1.774406, -1.934883, 1.033425], [-5.088947, -0.938627, -2.039174], [-4.281979, -2.236905, -2.212932], [-5.198759, -3.452167, -2.078743], [-3.617290, -2.151658, -3.462221], [-5.921296, -0.698190, -2.700603], [-4.450057, -0.056912, -1.989222], [-5.596276, -0.958514, -1.074651], [-3.526920, -2.310960, -1.430314], [-4.819259, -4.459081, -2.252567], [-6.125783, -3.357484, -2.644199], [-5.520056, -3.542667, -1.041111], [-2.781891, -2.613560, -3.360506], [0.033924, -4.354866, -0.367927], [1.280678, -5.177641, -0.088109], [2.594357, -4.455248, -0.263124], [0.994638, -5.760404, 1.152591], [-0.773477, -5.080769, -0.464236], [-0.025347, -3.791857, -1.299387], [-0.228896, -3.678845, 0.445729], [1.298766, -6.052183, -0.738450], [2.576221, -3.627447, 0.445754], [2.751278, -4.041316, -1.259180], [3.442033, -5.077052, 0.024796], [1.493176, -6.574021, 1.257847], [-1.920735, 5.452396, 4.116365], [-3.318950, 5.225599, 4.758425], [-4.365457, 5.746679, 3.743462], [-3.666265, 3.858038, 4.920298], [-1.143118, 5.352834, 4.873666], [-1.828076, 6.357293, 3.515808], [-1.736414, 4.719686, 3.330703], [-3.433052, 5.852358, 5.642873], [-4.613765, 6.805166, 3.821262], [-5.363730, 5.331398, 3.881674], [-4.108159, 5.667590, 2.687221], [-2.873748, 3.426194, 5.247441], [3.322946, 0.596303, 2.821446], [4.441659, 1.050649, 3.769558], [3.918657, 1.642917, 5.023472], [5.315580, 0.052323, 4.143191], [2.773656, 1.481003, 2.499448], [2.554470, 0.067862, 3.385632], [3.561919, 0.042639, 1.913453], [5.104572, 1.696009, 3.193227], [4.711930, 2.079656, 5.630174], [3.456769, 0.912167, 5.687375], [3.087466, 2.330756, 4.868252], [4.950326, -0.495804, 4.841574], [-0.639599, 1.619251, -5.250578], [-1.588191, 2.220427, -4.173323], [-0.986993, 3.508804, -3.737683], [-2.777510, 2.391071, -4.724738], [-0.254897, 2.317504, -5.993908], [-1.063841, 0.857463, -5.904645], [0.291993, 1.320329, -4.770081], [-1.704117, 1.527423, -3.340017], [-0.120518, 3.251386, -3.128536], [-1.728913, 4.101054, -3.202058], [-0.609212, 4.093334, -4.576555], [-2.651393, 3.051016, -5.410421]],
  "atomic_forces_ev_per_a": [[4.2569, 0.0942, -0.1209], [-2.4612, -0.5977, 1.1200], [-1.7299, 0.3857, 0.7930], [1.4245, 0.6940, -1.0722], [-2.1104, 0.3319, 0.6952], [0.3584, 2.0571, -0.5266], [1.4213, -2.7465, -1.8398], [-3.1718, 1.6446, 1.8221], [3.1032, -4.3002, 0.6039], [0.4240, 0.7340, -0.8443], [1.6313, 4.6901, -5.9150], [-2.8197, -1.5997, 3.8360], [0.0945, -1.6868, 1.3224], [-3.0151, 3.4548, 2.9182], [0.6354, -0.3906, -0.6884], [0.3442, 0.3444, 2.9851], [1.3990, -2.5345, -3.7846], [-0.4655, 0.1509, 0.1373], [0.0962, 0.0320, -0.0729], [0.2580, -1.0440, 0.0767], [0.5895, -0.1525, -1.3560], [-0.6367, 1.8673, -0.2760], [0.2352, 0.1441, 0.6135], [0.6117, 1.3882, -2.0465], [-0.1375, -4.2638, 2.2852], [0.0764, -0.2408, -0.7317], [-0.0002, 0.3505, 0.3831], [-0.4200, 0.2106, -0.3566], [0.2345, 0.1927, 0.0364], [2.7802, 1.4916, 3.1045], [-0.4797, -0.0273, 0.3083], [-2.5030, -5.4011, -5.3304], [-0.2146, 4.0880, 1.6026], [0.1617, -0.3979, 0.8293], [0.1782, -0.4565, 0.1080], [0.7252, 0.3679, -0.0097], [-0.6909, 0.5770, -0.2442], [-3.4475, -2.1013, 1.7992], [-0.2661, -0.0445, -0.5089], [-1.4519, -0.3105, -1.0698], [4.8026, 2.3259, -0.0561], [0.3739, 0.2842, -0.3913], [-0.8203, -0.4148, -0.1484], [0.5388, -0.1157, 0.5372], [0.0927, 0.1619, -0.3969], [-2.4460, 1.2790, -8.7156], [1.0557, -0.7480, 2.1449], [-5.8213, 5.1517, 6.4412], [7.7356, -5.8994, 0.2792], [-0.3738, 0.5512, 0.5523], [-0.4054, 0.3072, -0.3580], [0.3038, -0.1635, -0.5790], [-0.3095, -0.1132, 0.1571], [0.2244, 0.2377, -1.0756], [-0.2160, 3.9371, -2.9755], [-0.6426, -2.4524, -3.1473], [1.0203, 0.6323, 7.4979], [0.2288, -0.5552, -0.7941], [-0.2689, -1.1215, 0.2098], [-0.3243, -0.2077, -0.2678], [0.1001, -0.2544, 0.5484], [-1.4183, -3.1632, 2.4188], [-0.1959, -0.5692, 0.3599], [-3.0583, 2.8699, -2.8937], [4.3281, -0.0161, 0.4957], [0.3394, 0.3572, 0.0212], [-0.9468, 0.4224, -0.2421], [0.6399, 0.3019, -0.4917], [0.1958, -0.1309, 0.3715], [0.0107, 0.2814, 1.0651], [-0.8164, 0.3383, -0.3652], [-0.6770, -0.3288, 0.5619], [0.0731, -0.3125, -0.2456], [0.2992, -0.6466, -0.7445], [0.1699, -0.2104, -0.1786], [0.1186, -0.1276, 0.3475], [-0.0085, 0.2489, 0.2159], [0.6643, 0.2301, -0.5011], [0.0818, 0.1637, -0.3144], [-0.0625, 0.3264, 0.2718], [0.1090, 0.0305, -0.2272], [-0.7041, -0.2477, -0.5839], [-0.5118, -0.4597, -2.0721], [-0.0879, 0.3715, 1.2873], [0.4148, 0.0029, 2.1219], [-0.2407, 0.0377, 0.2858], [0.6986, 0.1068, -0.0055], [0.2510, -0.0647, 0.0317], [-0.1138, 0.1604, -0.8414], [0.4487, 0.3583, -0.3350], [-0.2376, -0.0650, 0.0766], [0.0640, -0.2203, -0.1333], [0.1323, 0.0539, -0.0077], [-0.2821, -0.6604, 0.2548], [-0.6858, 1.1574, -2.8369], [-0.8669, 0.8387, -0.0321], [0.8211, 0.3943, 0.6437], [0.1662, 0.2268, -0.1929], [-0.2020, 0.5242, 0.6880], [-0.1909, -0.5307, 0.1712], [0.1258, -0.4737, 0.5246], [0.6012, 0.4346, 0.4816], [0.2080, -0.6756, 0.0927], [0.3029, -0.6234, 0.0819], [0.1307, -0.4214, 0.2808], [-0.7446, 0.4858, 0.4729], [-0.5501, -0.0416, -1.3232], [-0.8189, 0.9429, 0.8755], [1.7861, -2.0449, 0.1141], [0.0769, 0.2277, -0.1898], [0.0821, -0.4356, 0.1200], [0.5296, -0.0457, 0.2219], [-0.1987, 0.6177, 0.1128], [0.0585, 0.3592, -0.1979], [-0.0637, -0.4912, -0.2594], [0.2908, 0.3612, -0.0530], [-0.3130, 0.0423, -0.0143], [0.7818, -0.1006, 0.4137], [3.7977, -1.3530, -0.6384], [0.6362, 0.3937, 0.8381], [-4.5085, 0.8177, -1.5678], [-0.3730, 0.8566, 0.1826], [-0.2098, -0.5452, 0.7016], [-0.0776, -0.6598, -0.0113], [0.1145, -0.0667, 0.0815], [0.0377, 0.4158, 0.2961], [0.1342, 0.0578, 0.3297], [-0.1042, 0.0223, -0.1985], [-0.3185, 0.0750, -0.2621]]
}



4.
{
  "formula": "C3H6NO4S",
  "method": "wB97M-V/def2-TZVPD",
  "de_lowest_ev": 3.150,
  "gap_ev": [4.834, 7.081],
  "spin_multiplicity": 3,
  "s_squared": 2.008,
  "charge": -1,
  "lumo_ev": [3.7000, 2.1916],
  "energy_ev": -23717.230,
  "largest_force_ev_per_a": 6.0,
  "homo_ev": [-1.13, -4.89],
  "elements": ["C", "C", "C", "N", "O", "O", "O", "O", "S", "H", "H", "H", "H", "H", "H"],
  "xyz": [[-1.778807, 1.512496, -0.159920], [2.017830, -1.677338, -0.167644], [-1.680286, 0.185253, 0.419363], [-2.496609, -0.821820, 0.080530], [0.852186, -0.836612, -0.315725], [-3.534357, -0.717183, -0.622015], [-2.212285, -1.941092, 0.580127], [0.376237, 0.801116, 1.715793], [-0.204923, -0.410433, 1.194787], [-2.792302, 1.830663, -0.504077], [-1.132461, 1.556459, -1.200246], [-1.151103, 2.196872, 0.434340], [1.714089, -2.743303, -0.333792], [2.797691, -1.341725, -0.724446], [2.360304, -1.516986, 0.952637]],
  "atomic_forces_ev_per_a": [[1.6038, 1.0344, -2.6454], [-3.6434, -0.3007, 4.7098], [1.8398, 0.4535, -0.0818], [-1.8661, -1.7187, -0.6495], [0.5604, 0.1077, -0.7410], [-1.2378, 1.3849, -1.2463], [1.1436, -1.3526, 1.1706], [1.6567, 2.3209, 0.7963], [-1.1053, -1.9467, -0.4911], [0.7696, -0.2790, 0.8702], [-1.3790, -0.5689, 2.1086], [-0.8037, 0.0509, 0.0539], [0.6543, 0.7564, 0.0567], [2.1180, 0.8685, -2.0934], [-0.3109, -0.8105, -1.8175]]
}